Density functional theory data (ωB97M-V/def2-TZVPD) for a structure of composition C40H74Cl28N4O5S at a distorted geometry.

Values from the calculation:
- Calculated total energy: -15446.6604 a.u.
- Relative energy (zero: lowest compared OMol25 entry of this formula, charge and spin): 113.7 kcal/mol
- F_max: 9.03 eV/Å

```
152
Properties=species:S:1:pos:R:3:forces:R:3:mulliken_charge:R:1
Cl 7.069 -7.528 -3.577 -0.030 0.005 0.052 -0.182
Cl 14.153 -3.374 5.857 0.072 0.019 0.045 -0.158
Cl 15.064 -6.298 4.332 -0.071 0.007 0.031 -0.184
Cl 3.031 -2.692 6.579 -0.108 0.042 0.000 -0.206
Cl -0.528 5.894 -7.290 -0.080 -0.118 -0.038 -0.225
Cl 4.669 -2.284 1.132 0.042 0.310 -0.228 -0.013
Cl -9.202 -6.519 8.517 -0.045 -0.015 0.012 -0.185
Cl -6.758 0.455 0.695 0.077 -0.058 -0.051 -0.063
Cl 7.163 -4.709 2.795 0.180 -0.018 -0.404 -0.165
Cl 10.832 -4.092 3.950 -0.030 0.013 -0.004 -0.157
Cl 3.887 0.412 3.088 0.007 -0.075 0.054 -0.179
Cl -0.845 -4.238 2.737 -0.208 -0.042 -0.065 -0.233
Cl -1.965 9.116 -7.338 -0.444 0.120 -0.530 -0.105
Cl 4.301 7.153 -8.368 0.006 0.009 0.048 -0.186
Cl -7.999 -1.369 3.310 0.081 -0.036 -0.189 -0.192
Cl -1.233 10.629 -4.876 0.207 0.114 0.315 -0.165
Cl 1.931 9.801 -5.879 0.098 0.155 -0.031 -0.116
Cl -7.442 -8.382 10.783 -0.031 -0.031 -0.011 -0.187
Cl 6.287 -4.832 -1.622 0.109 0.483 -1.099 -0.109
Cl -5.094 10.136 -8.273 0.005 0.047 0.033 -0.191
Cl 4.368 -6.268 1.586 0.133 -0.361 -0.254 -0.136
Cl -9.198 -0.445 6.361 -0.034 0.072 0.229 -0.190
Cl -0.571 -0.922 1.940 1.451 -1.084 1.703 -0.055
Cl 8.289 -5.045 6.030 -0.039 0.003 0.111 -0.106
Cl 3.628 -3.964 3.460 0.177 0.153 0.948 -0.056
Cl 6.868 9.394 -8.061 0.019 -0.037 0.008 -0.191
Cl -8.812 -2.729 8.880 0.037 0.088 0.024 -0.188
Cl -0.401 5.147 -3.954 2.709 7.354 -4.488 0.020
S -10.676 -1.066 -0.876 1.021 2.413 -0.170 -0.099
O -0.431 3.737 -2.601 -2.655 -6.063 1.915 -0.183
O -0.969 1.784 -3.218 -1.049 -1.837 0.616 -0.153
O -3.652 -0.534 -1.901 -0.877 0.760 -4.150 -0.224
O -4.480 0.604 -3.978 -0.090 -5.679 6.444 -0.543
O -10.287 1.787 0.084 -2.451 1.523 -5.254 -0.125
N -1.010 3.104 -3.470 0.570 -0.519 3.464 -0.252
N -11.322 1.536 -2.121 2.372 -1.347 4.577 -0.200
N -11.244 2.913 -1.983 3.135 -2.715 7.362 -0.301
N -1.774 -0.781 -3.561 0.370 -0.533 1.189 -0.769
C -3.829 9.450 -9.323 0.221 -0.177 -0.194 -0.480
C 9.946 -5.697 5.991 0.339 -0.078 0.028 -0.564
C 4.954 0.393 1.662 0.159 0.025 -0.308 -0.447
C -2.582 0.389 1.085 0.013 -1.711 -2.469 -0.482
C 0.657 -3.316 2.481 0.351 0.244 0.057 -0.096
C -2.269 -0.188 -2.260 2.528 -0.044 1.051 1.280
C 0.167 10.276 -3.832 0.173 0.043 0.175 -0.240
C -1.314 -0.862 -1.064 -1.932 -0.483 2.057 -0.875
C 4.255 8.895 -8.736 -0.010 0.292 -0.091 -0.274
C -10.283 -2.422 7.924 -0.294 0.016 -0.203 -0.411
C -8.423 -0.228 -2.589 -0.062 -0.080 -0.808 -0.464
C -7.668 -6.079 9.308 0.351 0.085 0.118 -0.410
C -7.794 1.043 2.019 -0.295 0.053 0.366 -0.582
C 6.882 -5.838 -4.105 -0.009 0.289 -0.102 -0.391
C 0.536 -1.877 2.958 0.833 -0.119 0.182 -0.156
C -7.253 -0.647 -3.704 -1.153 -0.055 0.290 -0.678
C -2.278 -0.859 0.302 -1.251 3.690 1.243 -0.141
C -9.060 -1.513 -1.794 1.291 0.294 -0.534 -0.421
C -1.957 1.453 -2.158 -0.845 -0.641 0.473 -0.560
C -7.499 0.340 3.334 0.104 0.305 -0.008 -0.264
C 15.669 -3.702 4.981 0.302 -0.046 -0.200 -0.437
C -10.741 0.810 -0.920 -1.439 3.166 -3.339 0.225
C -10.620 3.056 -0.595 -1.196 -0.975 -2.983 -0.048
C 5.578 9.400 -9.290 -0.259 0.032 -0.213 -0.414
C -4.594 -0.319 -3.011 -0.424 3.385 -4.065 0.331
C -0.136 7.006 -5.955 0.597 0.452 0.336 -0.153
C -6.777 -7.289 9.544 0.109 0.206 -0.206 -0.453
C 6.028 -6.397 0.953 0.249 -0.112 0.173 0.170
C -2.994 8.402 -8.605 -0.092 -0.125 -0.287 -0.535
C 10.973 -4.632 5.642 0.045 -0.220 0.286 -0.317
C 4.482 -0.593 0.605 0.085 0.206 -0.198 -0.545
C -5.924 -1.332 -3.031 0.400 0.456 0.876 -0.344
C -9.965 -2.048 6.485 -0.164 -0.312 -0.006 -0.453
C 7.070 -6.328 2.059 -0.072 -0.345 -0.199 -0.576
C 4.164 -3.998 6.150 0.247 -0.194 -0.139 -0.604
C 4.801 -3.780 4.787 0.097 -0.113 0.457 -0.177
C 0.621 6.312 -4.834 -0.750 0.535 -0.767 -0.395
C 15.460 -4.644 3.805 0.086 0.304 -0.107 -0.464
C 1.474 10.753 -4.445 -0.070 0.208 0.370 -0.536
C 7.354 -4.851 -3.048 0.183 0.084 -0.382 -0.520
H 6.172 -5.603 0.213 -0.064 -0.622 1.103 -0.379
H -9.274 0.300 -3.238 1.815 -1.123 1.656 0.351
H -10.858 -1.638 8.427 0.232 -0.106 -0.126 0.352
H 1.443 -3.829 3.043 -0.567 0.234 -0.136 -0.030
H -8.055 0.820 4.145 0.013 -0.078 -0.194 0.235
H 0.479 7.805 -6.379 -0.269 -0.280 -0.007 0.032
H 5.916 8.797 -10.139 -0.077 0.045 0.265 0.323
H -4.340 8.996 -10.178 0.081 -0.003 0.184 0.338
H 7.479 -5.722 -5.014 -0.032 0.018 0.208 0.315
H -10.873 -3.344 7.947 0.159 0.101 -0.086 0.270
H -7.787 -1.419 -4.430 1.318 1.510 1.474 0.331
H 1.498 5.777 -5.210 -0.230 0.040 0.036 0.349
H -7.601 2.116 2.119 0.042 -0.188 0.037 0.343
H -2.285 -1.647 -3.838 0.245 1.037 0.610 0.311
H 8.369 -5.078 -2.709 -0.275 -0.051 -0.037 0.297
H 5.831 -5.677 -4.365 0.216 -0.052 0.170 0.308
H -0.008 10.791 -2.883 0.114 -0.032 -0.173 0.375
H -7.987 0.526 -1.801 -0.921 -1.430 -1.584 0.122
H -8.838 0.913 1.717 0.335 -0.082 0.094 0.258
H 5.252 -2.786 4.707 -0.183 -0.139 -0.007 0.319
H -1.121 -2.001 -1.296 -0.121 2.387 0.277 0.330
H 3.972 9.427 -7.822 0.176 -0.148 -0.172 0.141
H -10.889 -2.002 5.900 0.118 0.013 0.168 0.321
H 7.351 -3.837 -3.458 -0.055 -0.192 0.002 0.301
H -5.650 -2.313 -3.626 -0.265 2.053 1.323 0.339
H -9.301 -2.780 6.015 -0.060 0.206 0.161 0.295
H 2.287 10.643 -3.720 -0.166 -0.058 -0.094 0.291
H 4.938 -4.012 6.924 -0.064 0.060 -0.178 0.347
H 5.969 0.166 2.001 -0.267 -0.064 -0.045 0.312
H 1.512 -1.386 2.911 0.014 -0.269 0.057 -0.144
H -7.903 -5.563 10.244 -0.002 -0.202 -0.195 0.314
H 5.469 10.434 -9.629 -0.053 -0.161 0.118 0.294
H -7.052 0.323 -4.328 0.049 -2.010 1.281 0.334
H -8.273 -1.917 -1.014 -1.764 0.805 -1.474 0.277
H 16.379 -4.711 3.215 -0.101 0.032 0.181 0.330
H -1.438 1.650 -1.128 -1.364 -0.182 -1.935 0.299
H 3.431 -0.433 0.345 0.196 -0.027 0.165 0.219
H -9.357 -2.370 -2.534 0.505 1.683 1.392 0.371
H 9.968 -6.528 5.279 -0.026 0.268 0.069 0.307
H -3.621 7.634 -8.142 0.114 0.240 -0.050 0.313
H 3.621 -4.947 6.195 0.058 0.252 -0.100 0.356
H 16.042 -2.737 4.622 -0.114 -0.176 -0.017 0.296
H 6.097 -7.360 0.438 0.069 0.127 0.091 0.419
H 10.879 -3.753 6.288 -0.085 -0.181 -0.177 0.324
H -3.212 10.274 -9.694 -0.106 -0.164 0.196 0.311
H 5.079 -0.477 -0.304 -0.038 0.072 0.185 0.336
H -6.151 -1.609 -1.892 0.583 0.443 -2.547 0.105
H 1.421 11.806 -4.739 -0.081 -0.276 -0.011 0.362
H 0.960 7.051 -4.102 -0.054 0.001 -0.163 0.195
H 5.586 -4.524 4.620 -0.322 0.134 0.150 -0.086
H 11.983 -5.036 5.761 -0.233 -0.020 -0.047 0.194
H -2.769 -1.854 0.699 0.442 2.174 -1.614 0.329
H 0.178 -1.824 3.991 -0.009 -0.075 -0.249 0.363
H 14.658 -4.296 3.147 0.096 -0.082 0.247 0.306
H -10.411 4.098 -0.093 -0.343 -2.663 -0.843 0.325
H 10.151 -6.098 6.989 0.012 0.145 -0.147 0.339
H -0.789 -1.123 -3.343 -1.678 0.693 -0.545 0.294
H -6.629 -7.866 8.626 -0.144 0.119 0.205 0.326
H -3.667 0.651 1.488 2.643 -1.250 -0.268 -0.151
H 0.182 9.199 -3.637 0.005 0.218 -0.131 0.054
H 16.395 -4.103 5.695 -0.239 0.002 -0.150 0.321
H 8.061 -6.546 1.650 -0.171 0.073 -0.015 0.355
H -2.323 7.910 -9.317 -0.114 0.116 0.080 0.313
H -0.346 -0.237 -0.863 -1.797 -1.277 -0.644 0.331
H 3.462 9.041 -9.475 0.185 -0.025 0.056 0.317
H -7.162 -5.369 8.646 -0.061 -0.173 0.084 0.292
H -6.434 0.379 3.583 -0.210 -0.083 -0.137 0.308
H 0.911 -3.367 1.417 -0.138 0.060 0.167 0.351
H -1.741 1.203 1.305 -2.147 -1.487 -1.342 0.275
H 6.863 -7.051 2.854 -0.034 0.205 -0.120 0.331
H -2.945 2.084 -2.327 2.146 -1.357 0.375 0.286
H -1.071 7.449 -5.597 0.259 -0.284 -0.034 0.331
H 4.951 1.407 1.251 -0.068 -0.187 0.016 0.327
H -5.796 -6.963 9.903 -0.208 0.031 -0.032 0.304
```
Forces are in eV/Å.

Density functional theory data (ωB97M-V/def2-TZVPD) for a cluster of 7 separate species, C40H74N3O11P in total at a distorted geometry.

Values from the calculation:
- Calculated total energy: -2901.7590 a.u.
- Structure (SMILES): CC(C)Cc1c(P(N)O)cc2c(c1CCCN)C(=O)N(OC(=O)c1ccccc1)C2=O.CC(C)O.CC(C)O.CC(C)O.CC(C)O.CC(C)O.CC(C)O
- F_max: 1.31 eV/Å

```
129
Properties=species:S:1:pos:R:3:forces:R:3:mulliken_charge:R:1
P -1.146 -0.966 -0.002 -0.475 -0.316 0.430 0.386
O -0.920 -1.883 -1.340 0.356 -0.014 -0.108 -0.480
O 0.042 5.733 -1.678 -0.009 -0.071 -0.264 -0.458
O 5.882 -2.413 -3.135 0.037 -0.186 0.060 -0.433
O -4.123 -3.630 7.260 0.032 -0.057 -0.058 -0.491
O -2.632 4.762 -2.882 -0.122 -1.076 0.080 -0.141
O -3.657 4.137 0.042 -0.030 -0.105 -0.424 -0.519
O 1.086 0.304 7.049 -0.132 0.043 -0.007 -0.450
O -4.550 5.979 -2.802 0.198 -0.286 0.088 -0.476
O 4.834 0.838 -5.627 0.008 -0.005 0.077 -0.419
O -0.151 -1.708 3.961 -0.023 -0.117 -0.162 -0.551
O -4.057 -2.995 -1.553 0.210 -0.051 -0.098 -0.466
N 0.209 -1.306 0.990 -0.622 0.385 -0.272 -0.463
N -2.202 5.082 -1.552 0.044 0.933 0.921 -0.195
N 3.358 5.385 -2.923 -0.230 0.026 0.092 -0.486
C -0.745 4.849 -1.548 -0.026 -0.119 -0.281 -0.002
C 1.870 3.222 -1.925 -0.054 0.090 0.116 -0.813
C -4.205 -4.864 -0.018 0.114 0.023 -0.024 -1.251
C -5.720 2.826 -5.627 -0.097 -0.029 -0.165 -0.516
C -1.727 2.909 -0.740 0.149 -0.153 -0.165 0.665
C -4.055 -5.556 8.729 0.116 0.017 -0.032 -1.330
C 3.357 -0.575 -2.965 -0.594 -0.208 0.469 -1.914
C -0.772 0.733 -0.597 0.323 0.054 -0.389 1.075
C 1.997 0.133 -2.896 0.315 -0.454 -0.230 1.665
C 0.957 -0.673 -3.689 0.316 0.119 -0.302 -1.566
C -5.088 3.893 -5.013 0.006 0.063 0.194 -0.461
C -6.100 -5.027 7.361 -0.004 0.048 -0.112 -1.393
C 0.521 1.357 7.829 0.236 0.145 0.087 0.549
C 3.125 5.459 -1.479 0.405 -0.110 0.149 -0.759
C -6.128 -4.250 -1.520 0.005 0.059 -0.107 -1.357
C 0.862 2.711 7.225 -0.051 -0.031 -0.105 -1.367
C -5.542 1.549 -3.605 0.061 -0.028 0.004 -0.703
C -4.582 -4.971 7.428 -0.152 0.016 0.237 0.603
C -4.661 3.778 -3.694 0.142 -0.008 -0.340 0.529
C -2.695 4.016 -0.659 -0.129 -0.119 -0.010 -0.371
C -2.158 -2.862 4.695 0.037 -0.015 -0.275 -0.939
C 7.739 -1.291 -2.065 -0.066 -0.003 0.086 -1.196
C -5.949 1.652 -4.928 0.010 -0.045 0.175 -0.466
C 8.111 -2.958 -3.913 -0.055 -0.099 -0.021 -1.214
C -0.181 -2.574 6.215 0.118 -0.115 -0.011 -1.170
C 7.239 -2.565 -2.730 0.119 0.236 -0.174 0.350
C -0.643 -2.774 4.783 -0.204 0.148 0.263 0.314
C 5.492 3.055 -6.354 0.013 -0.001 0.118 -1.459
C -3.998 4.955 -3.064 -0.308 0.834 0.057 0.156
C -4.887 2.603 -2.991 0.116 -0.031 0.075 0.052
C -0.537 3.399 -1.260 -0.141 0.035 0.039 0.208
C 0.445 1.223 -1.153 -0.332 -0.039 0.147 0.278
C -1.860 1.578 -0.395 0.176 0.213 0.120 -1.150
C 0.584 2.597 -1.449 0.083 -0.204 0.181 -0.285
C 0.983 1.255 9.274 -0.046 -0.113 0.015 -1.339
C 3.818 1.695 -7.653 -0.072 -0.086 0.041 -1.386
C 1.616 0.303 -1.413 -0.079 0.250 -0.173 -1.530
C -4.616 -4.296 -1.368 -0.190 0.009 0.259 0.381
C 2.499 4.178 -0.885 -0.144 -0.073 -0.288 -0.890
C 4.375 2.025 -6.278 0.119 0.037 -0.195 0.714
H -2.475 -2.998 3.659 0.025 -0.017 0.001 0.270
H 0.527 2.030 9.892 0.009 0.014 -0.005 0.385
H 2.044 0.406 7.065 0.014 -0.012 -0.027 0.273
H -4.365 -6.594 8.852 -0.015 0.002 0.004 0.377
H 0.403 3.524 7.789 0.009 0.000 0.012 0.378
H -0.510 -3.394 6.855 -0.041 0.000 -0.024 0.402
H 3.730 -0.571 -3.985 0.150 0.040 0.011 0.284
H 0.905 -2.504 6.261 0.003 -0.003 0.003 0.308
H -4.403 -2.418 -0.862 0.050 0.018 0.028 0.321
H -6.565 -3.604 -0.753 0.003 -0.041 0.040 0.358
H -0.558 1.200 7.781 -0.008 -0.052 -0.034 0.247
H 1.730 4.462 -0.167 0.128 0.076 0.127 0.252
H 4.602 1.270 -8.286 0.024 0.052 -0.016 0.347
H 4.070 -0.125 -2.271 0.180 0.112 -0.215 0.441
H 0.519 2.767 6.192 -0.020 -0.002 0.008 0.323
H 8.766 -1.403 -1.712 0.007 0.002 -0.013 0.422
H -4.162 -5.524 6.585 0.032 0.043 -0.034 0.243
H -4.433 -4.983 9.580 -0.053 -0.025 0.002 0.352
H -6.457 -4.608 6.420 0.012 -0.014 -0.010 0.333
H -6.444 0.813 -5.396 -0.023 0.021 -0.086 0.391
H 3.269 3.624 -0.347 -0.066 -0.015 0.125 0.553
H 8.093 -2.171 -4.672 0.037 0.034 0.028 0.275
H 5.144 3.982 -6.811 -0.004 -0.004 -0.011 0.376
H -2.541 -3.686 5.293 -0.022 0.026 0.047 0.111
H -0.510 -0.883 4.305 0.051 0.007 0.074 0.317
H 2.485 6.312 -1.267 -0.128 -0.031 -0.208 0.437
H 2.116 1.090 -3.402 -0.112 0.151 0.159 0.004
H 3.565 6.305 -3.283 0.077 -0.014 -0.081 0.215
H 7.231 -3.377 -2.000 -0.056 -0.018 0.005 0.293
H -6.464 -6.051 7.448 0.003 -0.003 0.016 0.379
H -4.921 4.823 -5.538 -0.014 0.000 -0.073 0.436
H -0.200 -3.682 4.371 0.061 0.041 -0.059 0.277
H 3.573 2.405 -5.643 0.001 -0.044 0.050 0.110
H 3.426 2.586 -8.145 0.012 0.009 -0.002 0.388
H 0.263 -0.020 -4.220 -0.237 -0.040 0.193 0.389
H 0.417 -1.378 -3.066 -0.102 0.045 0.044 0.137
H -4.189 -4.906 -2.165 0.040 0.046 -0.037 0.259
H 3.017 0.960 -7.574 -0.012 0.016 0.016 0.330
H -2.786 1.202 0.020 0.005 -0.017 0.036 0.506
H -4.588 -4.235 0.790 -0.050 -0.019 -0.002 0.318
H -1.533 -2.627 -1.310 -0.213 0.100 -0.154 0.247
H 5.837 -1.697 -3.778 -0.051 0.049 0.037 0.262
H 1.672 3.761 -2.851 0.032 0.100 0.026 0.544
H 2.597 2.453 -2.153 0.012 -0.002 -0.114 0.548
H 1.475 -1.250 -4.459 -0.023 0.021 -0.042 0.459
H -4.473 -3.106 7.987 0.002 0.015 0.006 0.289
H 0.725 0.281 9.690 -0.020 0.004 -0.005 0.317
H 5.874 3.279 -5.357 -0.019 0.004 0.004 0.310
H 5.547 0.467 -6.158 -0.010 0.024 -0.051 0.285
H -4.574 2.496 -1.960 0.046 0.095 0.019 0.352
H -6.567 -5.243 -1.421 0.004 -0.004 0.015 0.400
H -4.592 -5.875 0.122 -0.014 0.002 0.000 0.422
H 9.147 -3.116 -3.609 0.004 0.015 0.002 0.388
H -6.401 -3.844 -2.494 0.010 -0.019 -0.007 0.315
H -2.616 -1.940 5.062 0.005 -0.022 0.086 0.338
H -2.966 -5.511 8.755 0.000 -0.012 -0.018 0.304
H 4.066 5.641 -0.945 -0.050 0.069 0.112 0.303
H 2.479 0.702 -0.870 0.043 -0.018 -0.015 0.400
H 3.226 -1.609 -2.635 0.112 -0.043 -0.072 0.379
H -6.044 2.918 -6.654 0.000 -0.013 -0.038 0.379
H 6.323 2.668 -6.950 -0.021 0.012 -0.052 0.415
H 1.945 2.862 7.226 0.004 0.016 0.056 0.355
H 0.728 -0.462 1.203 0.281 -0.185 0.101 0.199
H 4.140 4.777 -3.133 0.088 0.056 -0.028 0.139
H 1.433 -0.694 -1.015 -0.061 0.003 0.048 1.003
H 7.740 -3.874 -4.373 0.001 -0.008 0.017 0.315
H 7.708 -0.459 -2.774 0.041 -0.014 -0.026 0.255
H -0.581 -1.640 6.614 -0.039 -0.007 0.023 0.185
H 2.069 1.366 9.332 0.000 0.059 -0.004 0.352
H -0.167 -1.681 1.858 0.433 0.027 0.220 0.236
H -6.535 -4.439 8.174 0.007 -0.041 0.041 0.357
H -5.713 0.642 -3.040 -0.053 -0.045 -0.059 0.473
H -3.118 -4.895 0.073 0.000 -0.017 -0.016 0.298
H 7.105 -1.030 -1.218 0.002 -0.019 0.007 0.294
```
Forces are in eV/Å.

- Among the records above, which one has the lowest F_max?
  C40H74N3O11P